Entry from the OMol25 dataset: a molecular structure, C30H40BrGeN13O5Y (wB97M-V/def2-TZVPD).

Results
- spin multiplicity = 2
- HOMO energy (alpha / beta) (eV) = -7.70 / -7.70
- LUMO level (alpha / beta) (eV) = -1.07 / -3.16
- total energy (Eh) = -6944.590692
- HOMO-LUMO gap (alpha / beta) (eV) = 6.63 / 4.54

XYZ file:
```
91
Properties=species:S:1:pos:R:3:forces:R:3:lowdin_spin:R:1
Y 0.0688 -0.4635 -0.0070 0.23 0.30 -0.20 0.01
C 1.7228 3.1989 -1.6706 -0.07 -0.07 0.01 0.00
C 0.4633 3.4634 -0.8565 -0.06 -0.07 0.13 0.00
C 0.7727 4.3057 0.3823 0.04 0.04 -0.08 0.01
C -0.4832 4.2683 -1.7475 -0.01 0.07 -0.01 0.00
O -0.1139 2.1969 -0.3996 0.11 0.15 -0.07 0.00
Ge -2.0446 1.9654 -0.7032 -0.03 0.01 -0.01 0.00
O -2.2075 1.0601 0.9012 -0.09 0.05 0.10 0.00
C -3.3869 1.2699 1.7039 0.13 -0.07 -0.02 0.00
C -4.2619 2.4194 1.1988 -0.06 0.05 0.08 0.00
C -4.2356 -0.0009 1.6879 0.00 0.03 0.00 0.00
C -2.9429 1.6076 3.1234 -0.04 -0.03 -0.05 0.00
O -1.6146 0.2756 -1.5446 0.06 0.04 -0.07 0.00
C -1.9872 0.1614 -2.9599 0.05 -0.10 0.08 0.00
C -2.8622 1.3219 -3.4350 -0.03 0.02 -0.11 0.00
C -2.8223 -1.1054 -3.1243 0.01 0.05 -0.01 0.00
C -0.7096 0.1624 -3.7886 -0.05 -0.03 -0.06 0.00
H 2.1551 4.1459 -1.9936 0.01 0.04 -0.01 0.00
H 1.4947 2.6021 -2.5527 -0.02 -0.04 -0.02 0.00
H 2.4765 2.6659 -1.1052 0.09 0.06 0.05 0.00
H 1.0273 5.3264 0.0930 0.02 0.02 0.00 0.00
H 1.6199 3.9087 0.9399 0.00 -0.05 0.02 0.00
H -0.0969 4.3417 1.0399 -0.05 -0.01 0.01 0.00
H 0.0612 5.1494 -2.0911 -0.01 0.01 -0.02 0.00
H -1.3767 4.6067 -1.2255 0.00 0.00 0.02 0.00
H -0.7892 3.7062 -2.6293 0.00 -0.06 -0.03 0.00
H -4.6752 2.2263 0.2089 -0.01 -0.03 -0.03 0.00
H -3.7177 3.3639 1.1616 0.04 0.01 0.00 0.00
H -5.0959 2.5383 1.8922 -0.02 0.03 0.00 0.00
H -4.3947 -0.3280 0.6600 -0.01 -0.01 -0.04 0.00
H -5.2092 0.1807 2.1458 -0.02 0.02 0.02 0.00
H -3.7590 -0.8071 2.2395 0.04 -0.06 0.00 0.00
H -2.3441 2.5181 3.1248 0.03 0.03 -0.02 0.00
H -2.3429 0.8041 3.5414 0.00 -0.04 0.01 0.00
H -3.8094 1.7612 3.7694 -0.03 0.00 0.01 0.00
H -3.7915 1.4048 -2.8702 -0.02 -0.01 0.03 0.00
H -3.1198 1.1191 -4.4755 -0.02 0.02 -0.02 0.00
H -2.3529 2.2841 -3.4067 0.03 0.03 0.01 0.00
H -3.6940 -1.0480 -2.4677 -0.02 0.00 0.02 0.00
H -2.2433 -1.9924 -2.9014 0.05 -0.06 0.02 0.00
H -3.1829 -1.1861 -4.1512 0.03 0.01 -0.02 0.00
H -0.1989 1.1213 -3.6763 0.02 0.03 0.03 0.00
H -0.9473 0.0313 -4.8460 -0.01 0.00 -0.02 0.00
H -0.0447 -0.6432 -3.4935 0.00 -0.01 0.02 0.00
Br 0.2543 2.9777 4.8180 -0.01 0.00 0.01 0.02
C 1.6164 2.3434 3.6626 0.15 0.15 -0.04 0.10
C 2.6102 3.3223 3.2478 -0.04 -0.05 0.05 0.15
C 3.7169 3.1159 2.4668 -0.04 0.05 0.08 0.04
C 3.9968 2.0640 1.5550 -0.05 -0.07 -0.08 0.16
C 3.0019 1.3372 0.9399 -0.14 0.00 0.15 0.10
N 1.7327 1.3349 1.3782 0.31 0.11 -0.12 0.21
C 3.2127 0.5763 -0.4010 0.13 -0.05 -0.04 0.02
O 4.3536 0.5030 -0.8074 -0.04 0.06 0.07 0.05
O 2.1316 0.1238 -0.8820 -0.47 -0.04 0.06 0.00
H 2.5243 4.2882 3.7299 0.00 0.00 0.01 0.01
H 4.4595 3.9041 2.5043 0.02 0.02 -0.02 0.00
H 4.9746 1.9835 1.0983 0.04 0.01 0.03 0.00
N 1.6021 -4.0466 0.2183 0.00 -0.07 0.02 0.00
C 2.0531 -3.1363 1.1416 -0.01 0.00 0.01 0.00
N 2.9998 -3.4276 2.0241 -0.10 -0.10 -0.14 0.00
N 3.1523 -2.2991 2.7212 0.15 -0.03 0.13 0.00
N 2.3539 -1.3936 2.2936 -0.09 0.20 -0.03 0.00
N 1.5978 -1.8883 1.2759 0.13 -0.12 0.01 0.00
C 0.9441 -3.6809 -0.9311 -0.03 0.03 0.03 0.00
N 0.7757 -4.5040 -1.9515 0.11 0.04 0.25 0.00
N 0.0626 -3.7897 -2.8343 -0.11 -0.13 -0.13 0.00
N -0.1861 -2.6236 -2.3754 -0.02 0.24 -0.06 0.00
N 0.3678 -2.4907 -1.1405 0.04 -0.32 -0.04 0.00
H 2.1188 -4.9093 0.1675 0.01 0.00 0.00 0.00
N -1.0762 -1.4648 3.5271 0.09 -0.06 0.08 0.00
C -1.6964 -2.1890 2.5052 -0.17 -0.04 -0.05 0.00
C -2.4949 -3.2580 2.9320 0.04 0.09 -0.10 0.00
C -3.1791 -3.9931 1.9932 0.01 0.03 -0.05 0.00
C -3.0675 -3.6471 0.6512 0.07 0.09 0.01 0.00
C -2.2456 -2.5927 0.3224 -0.13 -0.06 0.07 0.00
N -1.5563 -1.8729 1.2274 0.11 -0.11 0.04 0.00
C -0.1274 -0.4780 3.5855 0.05 0.12 0.01 0.00
C 0.5941 -0.4966 4.8605 0.22 0.14 -0.08 0.01
C 1.7787 0.1008 4.9291 -0.22 -0.11 -0.03 0.00
C 2.2469 0.9375 3.8285 0.05 0.04 0.07 0.03
C 1.3125 1.1192 2.7063 -0.09 -0.16 -0.12 0.06
N 0.1360 0.3279 2.6124 -0.07 -0.17 0.11 0.02
H -1.1905 -1.9291 4.4130 0.01 0.01 0.00 0.00
H -2.5687 -3.4944 3.9847 0.00 0.00 0.03 0.00
H -3.7963 -4.8247 2.3033 -0.02 -0.03 0.00 0.00
H -3.5873 -4.1854 -0.1257 -0.02 -0.02 -0.02 0.00
H -2.1211 -2.2984 -0.7113 -0.03 -0.01 -0.01 0.00
H 0.2364 -1.1265 5.6621 -0.02 -0.03 0.03 0.00
H 2.4269 -0.0234 5.7844 0.01 0.00 0.03 0.00
H 3.3124 0.9364 3.6433 0.00 -0.01 -0.02 0.00
H 0.9922 1.6823 0.7011 -0.08 -0.07 -0.01 0.01
```
Forces are in eV/Å.



Entry from the OMol25 dataset: a gas-phase ion, C5H7N2 (charge +1) in a non-equilibrium geometry (wB97M-V/def2-TZVPD).

Results
- HOMO energy (alpha / beta) (eV) = -14.14 / -14.05
- net charge = +1
- LUMO level (alpha / beta) (eV) = -7.55 / -7.03
- total energy (Eh) = -303.789909
- HOMO-LUMO gap (alpha / beta) (eV) = 6.59 / 7.02

XYZ file:
```
14
Properties=species:S:1:pos:R:3:forces:R:3:lowdin_charge:R:1
C 1.5168 0.8708 0.0534 0.28 0.98 2.18 0.05
C 2.3021 -0.2895 -0.1131 2.41 -0.73 -5.27 -0.25
C 0.1353 0.9684 0.0231 1.35 -0.83 -0.26 -0.08
C -2.6166 -0.2705 0.4511 -0.90 0.05 -0.10 0.21
C -1.8602 -0.0698 -0.6745 -1.16 -0.11 0.08 -0.12
N 1.8798 -1.3825 0.2640 -1.88 -1.42 2.11 0.17
N -0.5672 0.1213 -0.6365 0.04 -0.12 -0.78 0.16
H 2.0537 1.5871 0.6491 0.03 1.01 -0.29 0.13
H 3.1292 -0.1862 -0.9857 -0.92 0.09 2.33 0.18
H -0.2604 1.7781 0.5504 -1.10 1.35 0.53 0.13
H -3.6994 -0.4443 0.5645 0.71 0.03 -0.72 0.11
H -2.0677 -0.2958 1.3394 0.64 -0.05 1.51 0.07
H -2.2830 -0.1168 -1.6522 -0.29 -0.26 -0.69 0.13
H 2.3376 -2.2702 0.1669 0.80 0.01 -0.63 0.08
```
Forces are in eV/Å.



Entry from the OMol25 dataset: a single C15H25N5O3 molecule in a non-equilibrium geometry (wB97M-V/def2-TZVPD).

Results
- HOMO energy (eV) = -8.84
- LUMO level (eV) = 0.49
- SMILES = CNC(=O)[C@@H](Cc1c[nH]cn1)NC(=O)[C@@H](CC(C)C)NC(C)=O
- total energy (Eh) = -1086.145993
- HOMO-LUMO gap (eV) = 9.32

XYZ file:
```
48
Properties=species:S:1:pos:R:3:forces:R:3:lowdin_charge:R:1
C 4.0417 -4.5337 -0.5566 0.10 0.11 0.11 -0.05
N 2.8914 -3.7081 -0.2345 -0.63 -0.98 -0.62 0.03
C 2.8491 -2.7504 0.6739 2.47 2.14 1.22 -0.43
O 3.8965 -2.2463 1.1370 -1.67 -0.65 -0.11 0.02
C 1.4509 -2.2319 1.0920 -0.50 -0.28 -0.04 -0.18
C 1.5005 -1.3311 2.3412 0.59 -1.37 0.11 -0.09
C 0.1906 -0.7699 2.7529 -1.59 -0.51 0.82 -0.31
C -0.0861 0.5581 2.8462 0.31 -0.52 -0.16 -0.09
N -1.3497 0.6938 3.3644 0.03 -1.03 0.08 0.05
C -1.8245 -0.5698 3.5958 2.46 -1.83 -0.95 -0.17
N -0.9119 -1.5338 3.2310 -0.73 3.12 0.18 0.11
N 0.7644 -1.5387 -0.0065 0.53 1.16 0.86 0.15
C 0.2396 -2.0945 -1.0883 -0.06 -0.66 -0.88 -0.42
O 0.2397 -3.3013 -1.3081 -0.10 -0.09 -0.08 0.05
C -0.3055 -1.0745 -2.1166 0.54 0.60 -0.25 -0.21
C -0.7897 -1.7039 -3.4216 0.01 -0.02 -0.22 -0.14
C -1.2252 -0.7178 -4.5303 1.27 -0.60 -1.08 -0.39
C -1.8871 -1.5164 -5.7096 0.73 0.16 1.60 -0.07
C 0.0160 0.0439 -5.0980 -1.44 -0.46 -0.15 -0.07
N -1.3449 -0.2487 -1.5065 -0.58 -0.52 -0.46 0.12
C -1.0942 0.7785 -0.6798 -0.36 0.75 0.70 -0.52
C -2.2900 1.4008 0.0468 1.18 -0.96 -0.11 0.02
O 0.0391 1.1763 -0.4499 0.35 0.01 -0.09 0.02
H 4.0160 -5.4718 -0.0071 -0.09 -0.11 0.23 0.08
H 4.0622 -4.8085 -1.6124 -0.06 0.34 0.00 0.08
H 4.9541 -4.0161 -0.2725 -0.05 0.12 -0.13 0.08
H 1.9900 -3.9410 -0.6063 -0.39 -0.48 -0.35 0.10
H 0.8584 -3.1019 1.3665 -0.21 -0.20 -0.18 0.15
H 2.2164 -0.5464 2.1478 0.20 0.37 0.08 0.12
H 1.9213 -1.9568 3.1749 -0.31 0.59 -0.76 0.15
H 0.5951 1.3220 2.5473 -0.19 0.74 0.04 0.12
H -1.8001 1.5459 3.6269 -0.13 0.21 0.02 0.14
H -2.7717 -0.7997 4.0466 -0.16 0.16 -0.01 0.10
H 0.7025 -0.5128 0.0341 0.33 -0.49 0.10 0.11
H 0.5544 -0.4055 -2.3594 -0.59 -0.31 0.29 0.16
H 0.0355 -2.3428 -3.7947 -0.51 0.22 0.13 0.14
H -1.6468 -2.3513 -3.2362 0.05 -0.30 0.27 0.12
H -1.9370 0.0025 -4.1392 -0.16 0.14 0.09 0.12
H -1.2597 -2.3685 -5.9810 0.16 0.14 -0.07 0.08
H -1.9804 -0.8585 -6.5583 -0.43 0.05 -0.34 0.07
H -2.8194 -1.9462 -5.3534 -0.36 0.16 -0.33 0.07
H -0.2978 0.7773 -5.8440 0.00 0.03 0.06 0.08
H 0.5191 0.5567 -4.3110 0.61 0.45 0.51 0.05
H 0.6851 -0.6518 -5.5959 0.18 -0.15 0.07 0.08
H -2.3007 -0.5695 -1.6384 0.35 0.19 0.20 0.16
H -3.0380 1.6686 -0.6637 -0.82 0.21 -0.28 0.07
H -2.6229 0.6443 0.7579 -0.37 0.03 -0.06 0.08
H -1.9331 2.2467 0.6115 0.04 0.32 -0.04 0.08
```
Forces are in eV/Å.



Entry from the OMol25 dataset: a molecular structure, C6H9CrF9NO11S3V in a non-equilibrium geometry (wB97M-V/def2-TZVPD).

Results
- spin multiplicity = 8
- HOMO energy (alpha / beta) (eV) = -12.25 / -12.27
- net charge = +1
- LUMO level (alpha / beta) (eV) = -6.75 / -6.31
- total energy (Eh) = -5197.939967
- HOMO-LUMO gap (alpha / beta) (eV) = 5.50 / 5.96

XYZ file:
```
41
Properties=species:S:1:pos:R:3:forces:R:3:lowdin_spin:R:1
Cr -0.7405 -1.6272 -1.9854 2.16 -1.01 3.84 3.94
V 1.4791 -0.2417 1.0583 -1.71 -2.28 0.21 2.88
O 0.0354 -0.1420 -0.5136 -0.75 0.16 -0.96 0.02
H -0.6148 -0.0312 0.2072 -0.42 -0.17 -0.27 0.00
C -2.2870 3.1961 -0.6421 0.54 -0.96 -0.37 0.00
C -1.2417 3.4936 -1.7187 -2.83 3.83 0.62 0.00
O -1.3097 4.5721 -2.3050 1.73 -4.13 0.85 0.00
N -0.1650 2.4628 -1.8496 3.42 1.50 -0.59 0.00
H 0.1934 2.2118 -0.9394 -0.51 0.07 1.08 0.00
H -0.3587 1.5240 -2.1676 -0.86 -0.16 -0.48 0.00
C 1.1624 2.9530 -2.5401 -1.09 -0.77 -1.41 0.00
H -2.0526 3.5493 0.3621 0.35 0.95 -0.21 0.00
H -2.3605 2.1449 -0.3632 -0.34 -0.39 -0.68 0.00
H -3.2168 3.6244 -1.0163 0.02 -0.16 0.36 0.00
H 1.3581 4.0101 -2.3608 -0.14 -0.33 0.38 0.00
H 1.0056 2.7944 -3.6070 -0.18 0.45 -0.04 0.00
H 1.9670 2.2471 -2.3341 -0.09 0.25 0.76 0.00
C -1.0966 -4.3062 2.0547 -0.55 1.01 0.60 0.00
F -1.9611 -5.0409 1.3817 0.16 -0.45 -0.23 0.00
F -1.7628 -3.4607 2.8200 -0.09 0.24 -0.24 0.00
F -0.3455 -5.0333 2.8637 0.24 -0.07 -0.90 0.00
S -0.0450 -3.3388 0.8029 3.83 -3.51 0.00 0.00
O 1.0233 -4.2815 0.4544 -2.18 1.39 0.41 0.00
O -0.8825 -2.9607 -0.3479 -1.78 1.04 -1.81 0.01
O 0.4385 -2.1742 1.5050 0.44 1.93 0.66 0.01
C -2.1149 1.7865 3.7377 0.30 -1.18 0.16 0.00
F -3.0725 1.7000 4.6592 1.12 0.01 0.16 0.00
F -2.7813 2.1481 2.6254 0.77 0.40 -0.48 0.00
F -1.1682 2.7039 4.0662 -1.18 -0.51 -0.36 0.00
S -1.2212 0.0762 3.4447 -3.35 -3.30 5.07 0.00
O -2.3284 -0.8551 3.0429 2.55 2.69 0.27 0.00
O -0.2824 0.3680 2.3765 2.24 1.01 -2.52 0.03
O -0.5839 -0.2648 4.7634 -1.24 1.36 -3.60 0.00
C 3.6185 -1.3270 -2.9338 0.36 -0.23 -0.28 0.00
F 3.2201 -0.0388 -2.9468 0.03 0.03 -0.06 0.00
F 3.2047 -1.8920 -4.0955 0.37 0.38 1.41 0.00
F 4.9634 -1.3626 -2.8753 -1.77 -0.13 0.19 0.00
S 2.7430 -2.1578 -1.4295 2.55 -3.98 2.04 0.01
O 1.3726 -2.4077 -1.8158 -1.90 1.00 -1.90 0.04
O 3.4547 -3.4124 -1.1557 -0.82 3.17 -1.01 0.00
O 2.7540 -1.2096 -0.2828 0.57 0.86 -0.65 0.04
```
Forces are in eV/Å.